342
Properties=species:S:1:pos:R:3 method="wB97M-V/def2-TZVPD" e_tot_ev=-150325.201 homo_lumo_gap_ha=0.3187 e_lumo_ha=0.0195 relative_energy_kcal_mol=69.23
C -4.56586 -1.94111 -0.69397
C -5.62619 -0.90788 -0.32965
C -6.95932 -1.68423 -0.30138
C -7.13900 -2.59701 0.92582
C -6.84212 -1.77405 2.17295
C -5.47332 -1.00785 2.21078
N -5.40174 -0.10283 0.96126
O -4.06540 0.41198 0.99004
C -5.48381 0.02041 3.35700
C -4.31622 -1.91702 2.40556
C -5.73367 0.18114 -1.43984
H -4.62065 -2.22627 -1.73490
H -4.72586 -2.78147 0.01259
H -3.56875 -1.52426 -0.51473
H -7.81198 -0.94330 -0.15147
H -7.09833 -2.07716 -1.32462
H -6.54562 -3.56135 0.90849
H -8.16413 -2.98332 1.00880
H -6.97959 -2.49209 2.98658
H -7.59705 -1.01563 2.30998
H -5.86260 -0.43876 4.25242
H -4.47894 0.45483 3.44962
H -6.14742 0.91541 3.19481
H -3.47195 -1.50601 1.93743
H -4.10860 -2.10412 3.47163
H -4.56717 -2.81315 1.90691
H -5.93514 -0.28278 -2.42418
H -4.73807 0.66111 -1.58699
H -6.56995 0.80588 -1.09414
H -4.16853 1.35421 1.19366
C 0.56276 0.28943 -2.19610
C -0.11232 -0.56882 -1.14249
C 0.96089 -1.45233 -0.49235
C 1.81494 -0.67515 0.46731
C 0.96021 -0.05494 1.57481
C -0.18265 0.88514 1.02271
N -0.88121 0.12604 -0.02855
O -1.83828 1.01470 -0.48378
C -1.22056 1.20887 2.11773
C 0.48161 2.20727 0.57525
C -1.07790 -1.59144 -1.77793
H 0.12582 0.06571 -3.18786
H 1.64260 0.23062 -2.22669
H 0.27217 1.32675 -1.98408
H 0.49967 -2.24574 0.07608
H 1.53089 -1.89326 -1.29311
H 2.38456 0.09294 -0.08775
H 2.53627 -1.42409 0.94008
H 1.55010 0.52319 2.30714
H 0.43093 -0.85771 2.09016
H -0.80855 1.64528 2.97327
H -1.92311 1.96331 1.75309
H -1.87108 0.32436 2.30739
H 1.19088 2.02023 -0.30712
H -0.30434 2.91844 0.23851
H 0.99039 2.68493 1.41475
H -0.46623 -2.14894 -2.47639
H -1.91633 -1.01268 -2.30247
H -1.44162 -2.30873 -1.02862
H -2.71884 0.69678 -0.18420
C -1.21061 -6.61732 -5.87109
C -2.37941 -5.83319 -6.50045
C -3.55617 -6.72924 -6.82797
C -4.39573 -7.07236 -5.54627
C -4.81659 -5.87394 -4.71702
C -3.74074 -4.89440 -4.42891
N -2.88367 -4.63894 -5.68548
O -1.72317 -3.86752 -5.21510
C -4.30769 -3.57774 -3.99396
C -2.93633 -5.40218 -3.16309
C -1.87028 -5.24918 -7.82274
H -0.70575 -7.25605 -6.61757
H -1.40803 -7.22247 -4.97306
H -0.48596 -5.83426 -5.63699
H -4.10149 -6.25796 -7.65246
H -3.14711 -7.63701 -7.21398
H -3.85373 -7.75787 -4.93620
H -5.30197 -7.62333 -5.75408
H -5.26948 -6.21914 -3.73617
H -5.58148 -5.34547 -5.21655
H -5.13019 -3.79976 -3.29480
H -3.49668 -3.10286 -3.40910
H -4.61917 -2.91996 -4.85490
H -3.55781 -5.07356 -2.34332
H -3.06633 -6.51507 -3.20641
H -1.86764 -5.16249 -3.17645
H -1.47154 -6.07938 -8.40318
H -1.14409 -4.43684 -7.57711
H -2.70125 -4.85433 -8.45128
H -1.90314 -3.05197 -5.72532
C -3.09199 5.67357 2.65764
C -4.05605 4.65214 3.31232
C -5.05846 5.36173 4.25725
C -6.20540 6.08787 3.48965
C -6.86578 5.11285 2.51518
C -5.97211 4.39909 1.57782
N -4.83180 3.81153 2.44050
O -4.00921 3.11964 1.51076
C -6.67801 3.22453 0.96309
C -5.39738 5.37895 0.49151
C -3.24867 3.57719 4.11864
H -2.33409 6.05268 3.38645
H -3.62266 6.51785 2.25270
H -2.59273 5.09876 1.86568
H -5.55142 4.54757 4.82636
H -4.61865 6.00930 5.03538
H -5.89446 7.08193 3.13178
H -7.06760 6.45154 4.22258
H -7.70115 5.52362 1.93214
H -7.32218 4.28165 3.16317
H -6.00925 2.56725 0.37481
H -7.02941 2.60646 1.76018
H -7.50884 3.49868 0.24014
H -4.93934 6.28050 0.80927
H -4.65727 4.89533 -0.10904
H -6.15479 5.71848 -0.24052
H -2.30874 3.91651 4.46002
H -2.86105 2.82664 3.39543
H -3.90765 3.06109 4.88671
H -3.50583 3.61259 0.79334
C 3.39529 1.57132 3.97267
C 4.94157 1.36045 3.87915
C 5.76237 2.67024 3.66949
C 5.90915 3.54738 4.93889
C 6.34658 2.71579 6.10875
C 5.57256 1.35780 6.42523
N 5.49846 0.67108 5.10553
O 4.96643 -0.60715 5.33672
C 6.45192 0.57903 7.34137
C 4.18779 1.55212 7.06590
C 5.24887 0.41731 2.69114
H 2.90715 0.63413 4.21907
H 3.03626 1.91294 3.02693
H 3.13750 2.26453 4.75373
H 6.73746 2.30688 3.39980
H 5.40624 3.31155 2.86461
H 5.04478 4.10282 5.29282
H 6.63972 4.31089 4.75170
H 6.32178 3.22274 7.09475
H 7.33663 2.32288 5.96670
H 6.65528 1.20656 8.25735
H 6.02441 -0.36335 7.66465
H 7.46943 0.28591 6.94039
H 3.71448 0.56732 7.25310
H 4.29812 2.03669 8.08387
H 3.52431 2.28087 6.57393
H 4.69673 0.67162 1.80887
H 4.95534 -0.59891 2.91871
H 6.28991 0.48163 2.30166
H 4.08221 -0.53998 5.64145
C -2.49278 -2.31962 6.21296
C -2.28018 -0.98605 6.87974
C -1.74788 -1.12009 8.34297
C -1.34181 0.23758 8.91734
C -0.20117 0.74076 8.12909
C -0.57708 1.07556 6.66862
N -1.25577 -0.20998 6.15951
O -1.72573 0.05208 4.84640
C -1.44065 2.31972 6.70099
C 0.67129 1.22073 5.83105
C -3.64115 -0.26894 6.94864
H -1.53722 -2.80741 5.97291
H -3.22236 -2.26796 5.41223
H -2.95754 -3.02468 6.96502
H -2.51524 -1.76320 8.93903
H -0.90533 -1.81982 8.04804
H -1.05283 0.10357 9.93373
H -2.20232 0.94419 8.87441
H 0.61005 -0.03186 7.96365
H 0.14306 1.68001 8.63020
H -2.11536 2.30394 7.58338
H -0.74221 3.21497 6.77103
H -2.05239 2.45545 5.82272
H 0.40250 1.42647 4.74581
H 1.31135 2.00852 6.23127
H 1.28399 0.26899 5.74926
H -3.47993 0.75271 7.23369
H -4.33963 -0.74101 7.69801
H -4.15962 -0.27790 6.00749
H -2.51183 0.61461 4.97972
C -0.67564 -0.88376 -7.91904
C -1.34252 0.16836 -7.03386
C -1.17384 1.57024 -7.63530
C -2.04900 2.56425 -6.73508
C -3.50903 2.21295 -6.92790
C -3.78205 0.78971 -6.44081
N -2.79642 -0.11542 -7.03204
O -2.93860 -1.40304 -6.41323
C -3.74527 0.80948 -4.90611
C -5.16218 0.35670 -6.87069
C -0.76255 0.08240 -5.62230
H -0.67782 -1.87012 -7.43802
H 0.33762 -0.58272 -8.12556
H -1.16786 -0.92128 -8.78533
H -0.12598 1.85172 -7.54735
H -1.46201 1.56049 -8.65217
H -1.89372 3.58661 -7.09434
H -1.72463 2.50048 -5.70252
H -3.70268 2.27348 -8.01466
H -4.27898 2.84405 -6.49839
H -4.74708 1.06385 -4.63066
H -3.52532 -0.21392 -4.46146
H -3.04595 1.60721 -4.59042
H -5.85871 1.05058 -6.51639
H -5.06269 0.39227 -7.98608
H -5.43544 -0.67387 -6.66092
H -1.17275 0.74339 -4.90391
H 0.31267 0.21814 -5.68188
H -0.83526 -0.94760 -5.24397
H -3.18992 -1.93683 -7.17735
C 2.66328 -4.68893 0.60101
C 2.89064 -6.19372 0.52705
C 2.22750 -6.87677 1.78923
C 0.74253 -7.11273 1.64961
C 0.37636 -7.84650 0.31541
C 0.82765 -7.06745 -0.90764
N 2.31219 -6.93571 -0.61193
O 2.84144 -6.35122 -1.87667
C 0.65737 -7.87307 -2.23642
C 0.06148 -5.81380 -1.08300
C 4.37772 -6.43806 0.62359
H 3.34734 -4.21674 1.33128
H 1.66671 -4.46933 0.94435
H 2.67916 -4.28473 -0.40834
H 2.62585 -7.90689 1.87197
H 2.46897 -6.40950 2.74848
H 0.23271 -6.15951 1.72278
H 0.38859 -7.83636 2.36866
H -0.68087 -8.13751 0.36452
H 0.92538 -8.81831 0.45598
H 0.66766 -7.26412 -3.13750
H 1.39544 -8.67694 -2.29830
H -0.40680 -8.27016 -2.18601
H -0.93938 -6.13810 -1.32505
H -0.12222 -5.09679 -0.25320
H 0.29427 -5.12909 -1.91821
H 4.85944 -5.88740 -0.20769
H 4.57313 -7.53302 0.49930
H 4.77374 -6.12953 1.52452
H 3.56179 -6.99074 -2.06320
C 3.02453 4.25453 -1.77077
C 4.32533 3.96225 -1.03029
C 5.15378 3.01977 -1.95032
C 6.64653 3.01841 -1.47955
C 7.18343 4.37282 -1.50014
C 6.46662 5.36790 -0.55146
N 5.05969 5.26278 -0.97698
O 4.29585 6.10386 -0.16596
C 6.73346 5.02714 0.89045
C 6.89178 6.78577 -0.88352
C 4.18664 3.34446 0.38463
H 2.44418 3.30532 -1.96852
H 3.35996 4.81131 -2.60254
H 2.34260 4.82441 -1.13972
H 4.68906 2.04558 -1.95573
H 5.13634 3.44767 -2.95670
H 7.26793 2.44789 -2.18421
H 6.89719 2.56243 -0.46409
H 6.92938 4.76351 -2.47312
H 8.28952 4.36387 -1.30878
H 6.80412 3.94290 1.05933
H 7.68775 5.43613 1.15700
H 5.94825 5.48131 1.47582
H 6.51460 7.55701 -0.17145
H 7.97625 6.89011 -0.79025
H 6.51112 7.05042 -1.86466
H 3.71471 2.42269 0.31480
H 3.63585 3.95385 1.14053
H 5.15877 3.15501 0.77789
H 4.04033 6.89199 -0.60283
C -1.48436 5.95808 -1.16968
C -1.91098 4.62566 -1.69121
C -0.82388 3.93685 -2.50069
O -2.44460 3.76085 -0.65600
H -2.24341 6.29228 -0.46066
H -1.38274 6.59040 -2.01972
H -0.53015 5.81773 -0.62592
H -2.62058 4.90725 -2.48322
H 0.06269 3.66890 -1.92663
H -0.61853 4.67367 -3.31373
H -1.28026 3.11701 -3.03218
H -2.10402 2.80432 -0.69385
C 2.86703 0.93304 -5.40174
C 4.30091 1.37406 -5.16426
C 5.28728 0.39847 -5.93268
O 4.38535 2.62620 -5.79341
H 2.56009 -0.02721 -5.06526
H 2.80582 0.84435 -6.50839
H 2.16605 1.64750 -4.95608
H 4.43750 1.50499 -4.08591
H 6.04477 1.05765 -6.43564
H 4.84416 -0.20791 -6.72289
H 5.83225 -0.28403 -5.29680
H 3.76566 3.24391 -5.42075
C 1.60347 -2.58895 -4.75706
C 1.86485 -3.97769 -4.19074
C 2.74756 -4.90114 -5.04790
O 2.40660 -3.76341 -2.87394
H 1.15583 -2.64695 -5.74176
H 2.49735 -2.06828 -4.92698
H 0.87754 -2.03505 -4.14327
H 0.93325 -4.46909 -4.03298
H 2.20567 -4.93183 -6.02772
H 2.90823 -5.89542 -4.67897
H 3.71998 -4.37096 -5.21469
H 2.71084 -4.60301 -2.54268
C 0.77214 -2.45315 3.90227
C 1.13337 -3.06797 5.22406
C 2.41715 -3.75368 5.10477
O 1.30719 -2.00383 6.25672
H 0.61566 -3.19167 3.11543
H 1.65803 -1.85731 3.57600
H -0.09187 -1.82805 3.98840
H 0.35979 -3.68464 5.55658
H 2.28766 -4.45577 4.26283
H 2.79235 -4.20198 6.00386
H 3.16296 -2.98539 4.89260
H 0.52958 -1.37999 6.19293
C 6.17344 -0.43054 -1.49772
C 5.33636 -1.59188 -2.01049
C 5.52229 -2.80139 -1.15821
O 3.95700 -1.22806 -2.08406
H 7.18091 -0.71501 -1.20809
H 5.62176 0.00167 -0.64720
H 6.23593 0.41250 -2.26317
H 5.64889 -1.91015 -3.01290
H 6.59787 -3.01965 -1.15681
H 5.12472 -3.66286 -1.62242
H 5.01783 -2.66974 -0.18002
H 3.40441 -1.97959 -2.38031
C 1.40918 7.58551 1.03868
C 1.73739 6.91333 2.34034
C 0.77980 5.74831 2.74050
O 3.12594 6.56257 2.34789
H 2.10128 8.44447 0.93690
H 0.45826 8.07207 0.84563
H 1.63944 6.86297 0.24230
H 1.67808 7.55480 3.23445
H 1.38727 5.10563 3.40791
H 0.48117 5.19762 1.88757
H -0.07162 6.06776 3.35601
H 3.29759 6.12303 1.48001

19
Properties=species:S:1:pos:R:3 method="wB97M-V/def2-TZVPD" e_tot_ev=-23913.667 homo_lumo_gap_ha=0.3336 e_lumo_ha=-0.0203 relative_energy_kcal_mol=78.03 smiles="CC(C)(CCl)[C@H](C#N)N=O"
C 0.48440 -0.71344 1.02417
C 0.02334 0.19583 -0.08485
C -0.52492 -0.62490 -1.33588
C -0.98028 1.16813 0.51501
Cl -1.64401 2.42330 -0.70326
C 1.44139 1.30123 -0.50822
C 2.33426 0.44864 -1.16273
N 3.22229 -0.31803 -1.38851
N 1.98968 1.91567 0.72759
O 3.13212 1.88188 0.99716
H -0.20181 -1.43573 1.34981
H 0.71472 0.01319 1.77524
H 1.41404 -1.13908 0.49649
H -1.29162 -1.34630 -0.90121
H 0.20388 -1.23275 -1.77985
H -1.16227 -0.21394 -2.03487
H -1.81707 0.59483 0.79734
H -0.49014 1.79641 1.17148
H 0.97173 2.13340 -1.09878